{
  "formula": "C38H53F9N2O29S",
  "method": "ωB97M-V with the def2-TZVPD basis set",
  "e_lumo_ha": -0.0193,
  "total_charge": 0,
  "smiles": "C[C@]1(N)NC(=O)[C@@H](CCO)[C@H]1CCC(F)(F)C(F)(F)S(F)(F)(F)(F)F.O=C1OCCO1.O=C1OCCO1.O=C1OCCO1.O=C1OCCO1.O=C1OCCO1.O=C1OCCO1.O=C1OCCO1.O=C1OCCO1.O=C1OCCO1",
  "max_force_ev_per_a": 1.43,
  "multiplicity": 1,
  "elements": ["C", "C", "N", "N", "C", "O", "C", "C", "C", "O", "C", "C", "C", "C", "F", "F", "C", "F", "F", "S", "F", "F", "F", "F", "F", "H", "H", "H", "H", "H", "H", "H", "H", "H", "H", "H", "H", "H", "H", "H", "H", "H", "C", "C", "O", "C", "O", "O", "H", "H", "H", "H", "C", "C", "O", "C", "O", "O", "H", "H", "H", "H", "C", "C", "O", "C", "O", "O", "H", "H", "H", "H", "C", "C", "O", "C", "O", "O", "H", "H", "H", "H", "C", "C", "O", "C", "O", "O", "H", "H", "H", "H", "C", "C", "O", "C", "O", "O", "H", "H", "H", "H", "C", "C", "O", "C", "O", "O", "H", "H", "H", "H", "C", "C", "O", "C", "O", "O", "H", "H", "H", "H", "C", "C", "O", "C", "O", "O", "H", "H", "H", "H"],
  "coordinates": [[1.525382, -2.293077, 1.193091], [2.061985, -1.424986, 0.046886], [3.191619, -2.123570, -0.559094], [2.587484, -0.141025, 0.603252], [2.156707, 0.929790, -0.219192], [2.224645, 2.086348, 0.154123], [1.564802, 0.375098, -1.495733], [2.609742, 0.177940, -2.641148], [3.894528, 0.968605, -2.447835], [3.626158, 2.364429, -2.567739], [0.944808, -0.919196, -0.920524], [0.425562, -1.854774, -2.000584], [-0.576597, -2.948821, -1.605932], [-2.054511, -2.627766, -1.731924], [-2.322811, -2.053657, -2.933059], [-2.720542, -3.811508, -1.704292], [-2.752259, -1.823284, -0.546513], [-3.945664, -2.357176, -0.313915], [-2.018673, -1.967627, 0.557150], [-3.083059, 0.048995, -0.776083], [-4.401438, -0.043411, 0.123042], [-3.941298, -0.283585, -2.073685], [-1.758820, 0.200209, -1.646269], [-2.267421, 0.442973, 0.531120], [-3.380910, 1.585593, -1.017805], [0.480951, -2.069608, 1.427553], [1.602741, -3.346555, 0.916849], [2.140281, -2.143866, 2.084770], [2.955381, -2.637134, -1.396062], [3.961995, -1.496458, -0.746805], [2.179274, 0.039566, 1.516583], [0.784983, 1.016040, -1.912587], [2.853491, -0.879905, -2.764722], [2.170573, 0.513184, -3.586761], [4.359045, 0.728826, -1.482751], [4.615131, 0.721098, -3.234996], [3.648471, 2.774749, -1.695078], [0.155263, -0.602793, -0.227039], [1.276064, -2.371783, -2.457116], [-0.012333, -1.248696, -2.798860], [-0.389424, -3.396400, -0.626644], [-0.465956, -3.764546, -2.330313], [-2.766227, 1.189756, -5.095346], [-3.024391, 2.579117, -5.649103], [-1.759090, 3.216203, -5.426222], [-0.803871, 2.269661, -5.317772], [0.359728, 2.491326, -5.208502], [-1.356405, 1.037147, -5.287552], [-3.313975, 0.408261, -5.613846], [-2.953793, 1.131375, -4.024927], [-3.240264, 2.569830, -6.718116], [-3.801983, 3.127656, -5.125834], [-7.838851, -0.142229, 0.658836], [-7.078336, -0.255730, 1.968078], [-7.745429, 0.708796, 2.785908], [-8.996382, 0.882695, 2.307389], [-9.860875, 1.453686, 2.889971], [-9.132823, 0.280624, 1.106840], [-7.925680, -1.079581, 0.117108], [-7.423703, 0.623137, 0.001276], [-7.190114, -1.240596, 2.427551], [-6.025011, -0.006654, 1.887747], [-2.647213, -7.710328, 0.881161], [-3.219534, -6.424776, 0.312441], [-2.072575, -5.561457, 0.348150], [-0.957637, -6.313473, 0.335489], [0.141907, -5.878670, 0.180317], [-1.259297, -7.614095, 0.520481], [-3.071831, -8.612617, 0.451515], [-2.722541, -7.753348, 1.968489], [-3.528927, -6.537062, -0.728702], [-4.036710, -5.999199, 0.888196], [6.321395, 5.506355, -2.080976], [5.693487, 5.459860, -0.696827], [5.772197, 4.060591, -0.384901], [6.779271, 3.518410, -1.118429], [7.187346, 2.411549, -0.959126], [7.207163, 4.381627, -2.048508], [6.885270, 6.411824, -2.282901], [5.590078, 5.343885, -2.873763], [6.269715, 6.014659, 0.044951], [4.657042, 5.784655, -0.675159], [5.383866, 2.328768, 2.360780], [4.041736, 2.412126, 3.060662], [4.252853, 1.583819, 4.213570], [5.578649, 1.533145, 4.474805], [6.066936, 1.065773, 5.450537], [6.276284, 2.092536, 3.456156], [5.671257, 3.235616, 1.841152], [5.442514, 1.487464, 1.668125], [3.809155, 3.423693, 3.397569], [3.216871, 2.027963, 2.467614], [3.459919, 2.686481, -5.600859], [3.172814, 4.084114, -6.113230], [4.313581, 4.813934, -5.647431], [5.335174, 3.945043, -5.457012], [6.457581, 4.260452, -5.232899], [4.892811, 2.670956, -5.558504], [3.093537, 1.897727, -6.250729], [3.071648, 2.535528, -4.592919], [3.148425, 4.131948, -7.203553], [2.261725, 4.513187, -5.708342], [-10.191970, -0.854903, 5.210011], [-10.835483, -0.966858, 6.579237], [-10.242902, -2.166542, 7.093602], [-9.066694, -2.374081, 6.459596], [-8.255695, -3.183056, 6.773932], [-8.940166, -1.524871, 5.414150], [-10.018402, 0.164106, 4.879209], [-10.753708, -1.392997, 4.444298], [-10.564399, -0.137529, 7.234156], [-11.916290, -1.068726, 6.551802], [9.026835, 2.220548, 1.966379], [10.216093, 1.291398, 2.125546], [11.208278, 1.925292, 1.309724], [10.899681, 3.237367, 1.193950], [11.612201, 4.063482, 0.723873], [9.667279, 3.476549, 1.695935], [8.407276, 2.297211, 2.852492], [8.409757, 1.956593, 1.105053], [10.580893, 1.255880, 3.153457], [10.036495, 0.281033, 1.769590], [-5.241701, -2.781447, 4.373760], [-4.234685, -2.445913, 3.284876], [-4.200328, -3.660183, 2.523805], [-5.356166, -4.327623, 2.732034], [-5.700049, -5.289081, 2.117388], [-6.064314, -3.759531, 3.723379], [-5.852979, -1.942124, 4.692686], [-4.776298, -3.244200, 5.244208], [-4.576474, -1.639560, 2.632656], [-3.239964, -2.215565, 3.654964]],
  "atomic_forces_ev_per_a": [[-0.07, -0.04, -0.19], [0.13, -0.04, 0.42], [0.09, 0.14, 0.08], [-1.31, 0.14, -0.56], [0.37, 0.40, 0.55], [-0.01, -0.47, -0.36], [-0.08, -0.23, -0.49], [-0.04, -0.09, 0.00], [0.03, 0.05, -0.17], [0.22, 0.15, 0.40], [0.49, 0.02, -0.07], [-0.06, -0.09, 0.05], [0.12, -0.05, -0.10], [0.06, -0.06, 0.19], [-0.05, -0.05, 0.13], [-0.02, 0.02, -0.30], [0.09, -0.06, -0.12], [-0.26, -0.02, -0.02], [0.14, -0.03, 0.12], [0.14, 0.07, 0.14], [0.01, 0.18, -0.12], [-0.02, 0.10, 0.11], [-0.12, 0.05, -0.03], [0.02, 0.00, -0.22], [0.01, -0.29, 0.03], [0.08, 0.07, 0.08], [-0.09, 0.08, 0.03], [-0.01, -0.09, -0.08], [-0.01, -0.07, 0.07], [-0.07, -0.02, -0.05], [0.63, -0.12, 0.27], [0.10, 0.24, 0.46], [0.04, 0.16, 0.02], [-0.06, -0.07, 0.14], [0.05, 0.14, -0.10], [-0.08, -0.07, 0.12], [-0.14, -0.12, 0.00], [-0.14, -0.07, -0.29], [-0.11, 0.12, -0.01], [0.06, -0.08, -0.03], [0.00, 0.09, -0.08], [-0.06, 0.05, 0.16], [-0.20, 0.03, 0.07], [0.07, -0.08, 0.02], [0.00, 0.08, -0.14], [-0.05, 0.03, 0.36], [0.10, -0.01, -0.21], [0.04, -0.04, -0.14], [0.16, -0.09, -0.03], [-0.15, -0.01, 0.04], [0.06, 0.01, -0.01], [0.05, 0.03, 0.06], [0.11, -0.03, -0.01], [0.04, -0.14, -0.07], [0.11, 0.02, 0.05], [-0.06, -0.18, 0.12], [-0.06, 0.09, -0.09], [0.00, 0.08, -0.07], [-0.10, -0.02, 0.04], [0.00, 0.02, 0.02], [-0.04, -0.02, 0.00], [-0.04, 0.14, 0.03], [-0.09, 0.02, 0.03], [-0.07, -0.13, -0.10], [-0.05, 0.18, 0.09], [0.00, -0.02, 0.01], [0.02, 0.01, -0.01], [0.02, -0.02, 0.02], [0.07, -0.01, -0.06], [0.01, 0.02, 0.00], [0.03, -0.02, -0.01], [0.15, 0.04, 0.04], [-0.17, 0.04, -0.04], [0.08, 0.09, -0.10], [-0.10, 0.12, 0.08], [-0.09, -0.07, -0.32], [0.03, -0.07, 0.14], [0.08, -0.04, 0.15], [0.09, -0.06, 0.01], [0.04, 0.02, -0.01], [0.02, 0.00, -0.01], [-0.04, -0.10, 0.00], [-0.12, 0.04, -0.16], [-0.02, 0.02, -0.06], [-0.03, -0.02, 0.07], [-0.03, 0.03, -0.10], [0.00, -0.01, 0.03], [-0.06, -0.09, 0.18], [0.05, 0.01, 0.06], [-0.02, -0.01, 0.00], [0.02, 0.01, 0.01], [0.06, -0.01, 0.03], [-0.37, -0.03, 0.09], [-0.15, -0.13, -0.07], [0.07, 0.11, 0.03], [-0.23, -0.27, -0.04], [0.10, 0.10, 0.07], [0.13, 0.07, 0.01], [0.14, -0.01, -0.12], [0.09, 0.10, -0.18], [0.02, 0.02, -0.01], [0.05, 0.04, 0.08], [-0.13, 0.07, -0.01], [0.04, 0.08, -0.03], [0.01, -0.02, 0.02], [-0.08, 0.00, 0.04], [0.06, 0.02, -0.01], [0.09, 0.02, -0.10], [0.08, 0.00, 0.04], [0.00, -0.02, 0.01], [0.01, 0.01, -0.01], [0.01, -0.12, 0.01], [0.01, -0.16, -0.08], [-0.05, 0.02, 0.07], [0.05, -0.05, 0.01], [-0.03, 0.01, 0.00], [0.00, 0.00, 0.00], [-0.06, 0.06, 0.00], [0.13, 0.12, 0.01], [0.02, 0.00, 0.00], [0.00, 0.01, 0.01], [0.04, 0.02, -0.10], [0.09, 0.07, 0.04], [-0.04, 0.03, 0.07], [0.08, 0.02, -0.05], [-0.11, -0.02, 0.09], [0.03, 0.03, -0.02], [-0.06, 0.04, -0.03], [-0.10, -0.04, -0.03], [-0.01, 0.01, 0.00], [0.02, -0.02, 0.01], [0.03, -0.09, -0.02]],
  "lowdin_charge": [-0.006, -0.502, 0.111, 0.149, -0.419, 0.085, -0.149, -0.108, -0.229, -0.071, -0.218, -0.112, -0.048, -0.431, 0.100, 0.112, -0.408, 0.127, 0.126, 0.797, -0.153, -0.134, -0.131, -0.132, -0.112, 0.072, 0.081, 0.088, 0.071, 0.075, 0.134, 0.149, 0.101, 0.115, 0.118, 0.128, 0.074, 0.129, 0.113, 0.121, 0.110, 0.145, -0.108, -0.100, 0.069, -0.562, 0.165, 0.062, 0.138, 0.108, 0.133, 0.134, -0.101, -0.115, 0.067, -0.576, 0.155, 0.070, 0.137, 0.133, 0.130, 0.107, -0.095, -0.096, 0.036, -0.577, 0.147, 0.067, 0.133, 0.135, 0.136, 0.099, -0.096, -0.098, 0.017, -0.570, 0.151, 0.083, 0.139, 0.121, 0.134, 0.132, -0.106, -0.103, 0.060, -0.569, 0.166, 0.028, 0.117, 0.137, 0.135, 0.098, -0.133, -0.110, 0.053, -0.577, 0.163, 0.061, 0.132, 0.089, 0.132, 0.125, -0.109, -0.104, 0.062, -0.575, 0.162, 0.044, 0.113, 0.139, 0.134, 0.133, -0.109, -0.105, 0.059, -0.576, 0.160, 0.058, 0.114, 0.113, 0.132, 0.132, -0.095, -0.103, 0.049, -0.568, 0.150, 0.070, 0.129, 0.139, 0.105, 0.137]
}